ORCA calculation (ωB97M-V/def2-TZVPD) on C33H49AsGeN2O9PZn as an isolated structure.

Geometry (Å):
Zn1 0.346 0.362 -0.255
N1 0.686 1.989 1.868
N2 2.081 2.151 1.901
C1 2.854 1.169 1.257
O1 4.053 1.093 1.535
O2 2.230 0.418 0.417
H1 0.227 2.884 1.903
H2 0.355 1.367 2.598
H3 2.483 2.420 2.781
O3 -0.681 -0.548 2.611
C2 -1.574 -0.402 1.764
O4 -1.407 -0.155 0.510
C3 -3.043 -0.453 2.185
C4 -3.950 0.038 1.054
Ge1 -3.768 -1.082 -0.558
C5 -2.530 -2.585 -0.698
C6 -2.236 -3.409 0.392
C7 -1.348 -4.469 0.263
C8 -0.747 -4.728 -0.966
C9 -1.040 -3.923 -2.058
C10 -1.921 -2.854 -1.922
C11 -3.762 0.000 -2.180
C12 -3.105 1.228 -2.250
C13 -3.174 2.005 -3.400
C14 -3.898 1.560 -4.497
C15 -4.544 0.326 -4.450
C16 -4.475 -0.448 -3.298
C17 -5.555 -1.980 -0.590
C18 -6.712 -1.192 -0.647
C19 -7.979 -1.753 -0.545
C20 -8.118 -3.129 -0.383
C21 -6.986 -3.931 -0.343
C22 -5.719 -3.360 -0.449
H4 -3.112 0.152 3.090
H5 -3.311 -1.476 2.470
H6 -3.672 1.066 0.804
H7 -5.005 0.024 1.328
H8 -2.696 -3.221 1.358
H9 -1.116 -5.088 1.122
H10 -0.055 -5.556 -1.068
H11 -0.572 -4.117 -3.016
H12 -2.129 -2.219 -2.779
H13 -2.490 1.562 -1.416
H14 -2.634 2.943 -3.447
H15 -3.954 2.165 -5.395
H16 -5.098 -0.033 -5.311
H17 -4.988 -1.405 -3.263
H18 -6.614 -0.117 -0.784
H19 -8.859 -1.122 -0.592
H20 -9.103 -3.568 -0.279
H21 -7.090 -5.005 -0.230
H22 -4.842 -4.000 -0.426
C23 1.134 5.656 -3.084
C24 1.552 4.706 -1.962
C25 0.610 4.849 -0.765
C26 2.982 4.988 -1.526
O5 1.591 3.344 -2.454
P1 0.295 2.407 -2.713
O6 -0.759 3.077 -3.505
O7 -0.143 1.832 -1.377
O8 1.069 1.236 -3.500
C27 0.664 0.657 -4.771
C28 0.614 1.698 -5.887
C29 -0.686 -0.036 -4.593
C30 1.750 -0.365 -5.076
H23 1.095 6.682 -2.710
H24 0.153 5.366 -3.463
H25 1.852 5.604 -3.909
H26 0.668 5.866 -0.371
H27 0.904 4.139 0.011
H28 -0.422 4.635 -1.055
H29 3.085 6.025 -1.195
H30 3.664 4.810 -2.363
H31 3.258 4.316 -0.708
H32 -0.160 2.437 -5.684
H33 0.400 1.196 -6.835
H34 1.577 2.214 -5.967
H35 -1.456 0.711 -4.376
H36 -0.628 -0.731 -3.750
H37 -0.961 -0.578 -5.502
H38 2.721 0.133 -5.151
H39 1.537 -0.878 -6.017
H40 1.797 -1.097 -4.269
C31 3.955 -0.408 -1.657
As1 2.604 -1.623 -1.030
C32 2.889 -3.206 -2.119
C33 3.028 -2.367 0.693
O9 0.991 -1.256 -1.273
H41 4.587 -0.910 -2.387
H42 4.524 -0.065 -0.794
H43 3.435 0.437 -2.107
H44 3.936 -3.504 -2.055
H45 2.621 -3.027 -3.158
H46 2.259 -4.003 -1.723
H47 3.788 -3.136 0.568
H48 2.107 -2.803 1.076
H49 3.374 -1.585 1.362

Calculated values
- HOMO-LUMO gap: 8.843 eV
- Relative energy (zero: lowest compared OMol25 entry of this formula, charge and spin): 79.3 kJ/mol
- Charge: -1
- Maximum force: 0.91 eV/Å
- E_HOMO: -6.30 eV

Per-atom Mulliken charges, elementary charge units:
1. Zn 6.0256
2. N -0.4409
3. N -0.2982
4. C -0.1690
5. O -0.7784
6. O -0.6358
7. H 0.2119
8. H 0.2703
9. H 0.2184
10. O -0.8449
11. C 1.0025
12. O -0.9075
13. C -1.2440
14. C -0.9323
15. Ge 1.8617
16. C 0.3844
17. C -0.2485
18. C -0.8912
19. C -0.5079
20. C -0.4585
21. C -0.1454
22. C -0.4864
23. C -0.0002
24. C -0.9362
25. C -0.1306
26. C -0.8895
27. C -0.3552
28. C -0.3290
29. C -0.1091
30. C -0.7425
31. C -0.4199
32. C -0.7156
33. C -0.3195
34. H 0.4221
35. H 0.2747
36. H 0.4199
37. H 0.6393
38. H 0.3129
39. H 0.4150
40. H 0.3844
41. H 0.3086
42. H 0.0976
43. H 0.2754
44. H 0.3280
45. H 0.3969
46. H 0.3601
47. H 0.4077
48. H 0.3926
49. H 0.3868
50. H 0.3452
51. H 0.3896
52. H 0.2639
53. C -1.6705
54. C 1.6994
55. C -1.2081
56. C -1.7350
57. O -0.3434
58. P -0.5544
59. O -0.9594
60. O -0.9057
61. O -0.0655
62. C 2.0606
63. C -2.1364
64. C -0.5968
65. C -1.6369
66. H 0.4417
67. H 0.2380
68. H 0.3479
69. H 0.5139
70. H -0.0226
71. H 0.2882
72. H 0.3979
73. H 0.3594
74. H 0.2834
75. H 0.3099
76. H 0.4633
77. H 0.4159
78. H -0.1890
79. H -0.3287
80. H 0.6314
81. H 0.4289
82. H 0.3974
83. H -0.0608
84. C -0.9365
85. As 0.9236
86. C -1.3202
87. C -1.2942
88. O -0.9965
89. H 0.4482
90. H 0.3553
91. H 0.0000
92. H 0.4345
93. H 0.2941
94. H 0.2644
95. H 0.4374
96. H 0.3220
97. H 0.3444